(1)
Below is a 9-piece molecular cluster, C42H109N7O13 overall at a distorted geometry, with properties calculated with ωB97M-V with the def2-TZVPD basis set.

Calculated values
energy above the lowest of the compared OMol25 structures with the same formula, charge and spin	101.8	kcal per mole
⟨S²⟩	0.76
HOMO (spin up / spin down)	-9.6 / -9.6	eV
energy	-3026.22481	Eh
gap between HOMO and LUMO (spin up / spin down)	0.252 / 0.070	Ha

```
! wB97M-V def2-TZVPD RIJCOSX def2/J DEFGRID3
* xyz 1 2
C -29.87686 25.27238 -10.97072
C -30.80339 24.05182 -10.90821
C -31.97769 24.24680 -11.87860
O -30.13490 22.82821 -11.24030
H -29.48272 25.43688 -11.97357
H -29.11768 25.12053 -10.20345
H -30.53588 26.11590 -10.76516
H -31.10547 24.07969 -9.86128
H -31.61526 24.47929 -12.87994
H -32.55578 25.09149 -11.50389
H -32.50118 23.29090 -11.89630
H -29.84878 22.82398 -12.15667
C -26.18270 35.28712 -9.15283
C -24.97414 36.20019 -9.18227
C -25.07332 37.74260 -9.53848
O -24.60985 36.18739 -7.83333
H -26.63348 35.44853 -10.13203
H -26.95033 35.52692 -8.41708
H -25.96763 34.22729 -9.01643
H -24.25725 35.70009 -9.83348
H -25.74928 38.30004 -8.89007
H -25.18177 37.78369 -10.62229
H -24.05168 38.11295 -9.45367
H -24.27525 35.28963 -7.77295
C -18.44456 26.23926 -12.66183
O -19.23574 27.01652 -11.81442
C -18.98593 26.79348 -10.39530
C -19.71107 27.82768 -9.50919
N -21.09586 27.42872 -9.50415
C -21.45904 26.34220 -8.57750
C -22.87921 25.71310 -8.93309
O -23.06307 25.10256 -10.22818
C -24.21572 24.30316 -10.30862
H -18.87148 25.28424 -12.96806
H -17.45124 26.30805 -12.21833
H -18.45258 26.75337 -13.62292
H -17.90508 26.88240 -10.28604
H -19.35773 25.79529 -10.16404
H -19.62511 28.75760 -10.07130
H -19.30432 27.91315 -8.50155
H -21.36089 26.98110 -10.36989
H -21.41025 26.76283 -7.57311
H -20.66546 25.61043 -8.42628
H -23.43424 26.64893 -8.86774
H -23.13970 25.07110 -8.09163
H -24.20173 23.80377 -11.27739
H -25.15998 24.84293 -10.23712
H -24.33208 23.46877 -9.61698
C -30.64577 33.98944 -6.88961
O -31.11409 32.71029 -7.32512
C -31.14013 32.49794 -8.72509
C -31.91906 31.27442 -9.06916
N -31.28112 29.96933 -8.94127
C -30.69347 29.69921 -7.58308
C -31.69013 29.29325 -6.42665
O -32.29472 28.02503 -6.58686
C -33.31917 27.91295 -7.56961
H -30.40224 33.78389 -5.84724
H -31.46025 34.70388 -7.00917
H -29.72648 34.32818 -7.36737
H -30.12409 32.59454 -9.10773
H -31.72083 33.36676 -9.03498
H -32.06594 31.38087 -10.14396
H -32.94459 31.15221 -8.72064
H -31.92746 29.27986 -9.29762
H -30.01307 30.48814 -7.26251
H -29.92562 28.94924 -7.77294
H -32.33196 30.12727 -6.14280
H -31.16169 29.23906 -5.47486
H -32.85409 27.75427 -8.54257
H -33.96639 28.78959 -7.59561
H -33.89520 26.99821 -7.42971
C -22.12040 21.58244 2.22080
O -22.45295 22.43883 1.13865
C -22.43451 23.85737 1.49997
C -23.17070 24.83516 0.49982
N -24.54919 24.51358 0.32871
C -25.24058 25.66260 -0.27967
C -24.81221 26.08118 -1.68178
O -25.95025 26.81956 -2.23340
C -25.64819 27.63455 -3.30865
H -22.65741 21.77358 3.14988
H -21.04957 21.77638 2.28265
H -22.19783 20.59016 1.77641
H -21.36283 24.04897 1.44634
H -22.75351 24.11900 2.50888
H -22.63664 24.91044 -0.44739
H -23.10641 25.78456 1.03143
H -24.52215 23.63742 -0.17299
H -25.02173 26.60935 0.21414
H -26.31641 25.57274 -0.12930
H -24.57757 25.23098 -2.32227
H -23.94580 26.73852 -1.60870
H -24.98564 28.48762 -3.16233
H -26.56522 28.03361 -3.74212
H -25.27941 27.00750 -4.12038
C -22.92405 21.47950 -2.05674
O -23.96660 21.68491 -2.99465
C -23.98372 20.43006 -3.78326
C -25.07399 20.47984 -4.90449
N -25.06880 21.78688 -5.64661
C -26.21153 21.97645 -6.51789
C -26.20309 23.55798 -6.81368
O -27.23537 24.34925 -6.21627
C -27.21722 24.28155 -4.73021
H -21.87521 21.26691 -2.26379
H -23.34568 20.79445 -1.32121
H -22.85208 22.44717 -1.56022
H -24.17479 19.61272 -3.08790
H -23.03659 20.30231 -4.30740
H -26.07089 20.29651 -4.50363
H -24.74332 19.60286 -5.46098
H -25.11402 22.47084 -4.90483
H -27.22176 21.77361 -6.16236
H -26.08754 21.38088 -7.42234
H -26.34885 23.71673 -7.88216
H -25.28231 24.09881 -6.59509
H -27.90606 25.02120 -4.32214
H -26.22184 24.52374 -4.35783
H -27.49279 23.35051 -4.23490
C -27.53563 33.74630 -4.34653
C -26.23427 34.17749 -5.10991
C -25.70037 33.06733 -5.98085
O -24.61450 33.48292 -6.89625
C -23.41597 33.54378 -6.32561
N -26.30059 35.53920 -5.61165
H -27.48046 32.76447 -3.87636
H -28.42723 33.83385 -4.96741
H -27.79368 34.49654 -3.59910
H -25.46794 34.19412 -4.33494
H -26.51958 32.76980 -6.63542
H -25.32877 32.18727 -5.45597
H -23.13791 34.41965 -5.73939
H -22.67268 33.57278 -7.12235
H -23.17655 32.66638 -5.72480
H -27.21983 35.67172 -6.00853
H -25.64867 35.57119 -6.38242
C -27.75932 27.36129 -8.90442
C -26.37859 27.92012 -8.25027
C -26.46178 29.15440 -7.36721
O -26.25800 30.45059 -7.93521
C -27.01542 30.75701 -9.08767
N -25.77083 26.82985 -7.46830
H -27.45744 26.45807 -9.43468
H -28.16309 28.07466 -9.62287
H -28.52022 27.27275 -8.12899
H -25.59356 28.07785 -8.98982
H -25.90451 29.05146 -6.43609
H -27.54065 29.25516 -7.24893
H -26.69787 30.11015 -9.90550
H -26.58680 31.73883 -9.28867
H -28.08317 30.58131 -8.95676
H -26.06709 25.93747 -7.83704
H -25.87496 26.86759 -6.46439
C -20.75595 25.74970 -4.96889
C -21.78983 26.72964 -4.27409
C -21.16310 27.73124 -3.25912
O -22.09538 28.71830 -2.72805
C -21.59297 30.04393 -2.48342
N -22.33791 27.59994 -5.27274
H -20.40055 25.01322 -4.24820
H -19.95035 26.34022 -5.40523
H -21.33255 25.30730 -5.78126
H -22.62458 26.22722 -3.78535
H -20.27676 28.19439 -3.69267
H -20.68636 27.17365 -2.45293
H -22.39393 30.77894 -2.40394
H -20.99056 30.32800 -3.34627
H -20.93582 30.11571 -1.61676
H -22.66023 28.51014 -4.97651
H -23.04110 27.08462 -5.78272
*
```

Mulliken atomic charge list, values in e, 6 entries: C -0.65; C 0.17; C -1.20; O -0.55; H 0.41; H 0.04



(2)
Below is a 10-piece molecular cluster, C42H112B3F12N7O14 overall at a distorted geometry, with properties calculated with ωB97M-V with the def2-TZVPD basis set.

Calculated values
energy above the lowest of the compared OMol25 structures with the same formula, charge and spin	15.6	kcal per mole
HOMO	-16.8	eV
energy	-4376.10531	Eh
gap between HOMO and LUMO	0.363	Ha

```
! wB97M-V def2-TZVPD RIJCOSX def2/J DEFGRID3
* xyz 4 1
C -0.36202 -5.83195 -0.38790
O 0.44648 -5.97592 0.79644
C 1.70367 -6.44973 0.60198
C 2.44524 -6.83336 1.97388
N 2.21980 -5.99868 3.22558
H 1.21415 -6.02398 3.31577
H 2.53566 -6.57314 3.99390
C 2.75476 -4.55921 3.33277
C 2.12928 -3.74957 4.46629
O 0.79516 -3.94255 4.37122
C -0.05002 -2.88010 4.71814
H 0.15717 -5.17165 -1.08255
H -1.32036 -5.44948 -0.03663
H -0.65499 -6.75658 -0.88522
H 2.29575 -5.67235 0.11905
H 1.85746 -7.32439 -0.03002
H 3.51002 -6.97775 1.79079
H 2.05869 -7.81776 2.23778
H 2.56428 -4.28798 2.29438
H 3.82912 -4.56901 3.51650
H 2.47178 -2.71537 4.43129
H 2.42108 -4.21980 5.40536
H -1.08805 -3.06148 4.43940
H 0.28058 -1.86758 4.48665
H -0.03638 -2.85567 5.80778
C -0.90971 5.12096 -2.69610
O -0.91967 4.60716 -1.41488
C 0.05922 5.16697 -0.55020
C 0.51176 4.00430 0.38269
N -0.54056 3.27119 1.26331
H -1.04871 3.93211 1.83345
H -1.17040 2.77760 0.64704
C 0.16261 2.22842 2.20521
C -0.83086 1.49722 3.05879
O -1.65426 0.63411 2.31429
C -2.96353 0.37508 2.86041
H -1.66213 4.77774 -3.40615
H 0.10055 4.94583 -3.06596
H -1.03820 6.20133 -2.76235
H -0.32927 6.05019 -0.04315
H 0.97040 5.41793 -1.09322
H 1.05584 4.48798 1.19394
H 1.22616 3.30544 -0.05242
H 0.73118 2.77059 2.96078
H 0.76891 1.54026 1.61621
H -1.45212 2.22934 3.57466
H -0.41097 0.89264 3.86269
H -3.49465 1.32168 2.96017
H -2.98278 -0.24091 3.75946
H -3.55807 -0.18800 2.14100
C -1.06988 4.03002 -5.99325
O -1.85191 5.22053 -6.24120
C -3.11891 4.94629 -6.90359
C -4.02071 6.05072 -6.68380
N -4.14474 6.38574 -5.22755
H -3.20966 6.48485 -4.85892
H -4.67569 7.23612 -5.10494
C -4.85292 5.35108 -4.35193
C -4.97894 5.93374 -2.98408
O -3.73842 6.03354 -2.35544
C -3.78165 6.47666 -1.03315
H -1.53836 3.32785 -5.30363
H -0.13321 4.38558 -5.56393
H -1.05645 3.41149 -6.89067
H -3.57444 4.05581 -6.47040
H -2.91096 4.76759 -7.95854
H -5.00671 5.81355 -7.08335
H -3.61960 6.88736 -7.25584
H -4.19230 4.48435 -4.33016
H -5.72404 5.02039 -4.91753
H -5.69784 5.30285 -2.46132
H -5.33293 6.95952 -3.08692
H -4.55384 5.93968 -0.48227
H -4.10636 7.50874 -1.16539
H -2.85983 6.44588 -0.45229
C 5.72492 0.17394 -0.74593
O 5.72665 -0.18828 0.61884
C 6.72795 -1.17540 0.79185
C 6.66633 -1.63776 2.25174
N 7.04353 -0.51350 3.24536
H 6.86050 -0.82667 4.18797
H 7.98247 -0.14722 3.17928
C 6.24271 0.82127 3.29192
C 6.71341 1.73324 4.39952
O 6.78552 1.03348 5.60826
C 7.35768 1.88457 6.58516
H 5.28894 1.17285 -0.76034
H 5.11298 -0.39361 -1.44701
H 6.68367 0.43345 -1.19487
H 7.70696 -0.83182 0.45778
H 6.39358 -1.97687 0.13310
H 7.53865 -2.26688 2.42887
H 5.79583 -2.21587 2.56174
H 5.21760 0.45314 3.33375
H 6.31138 1.28772 2.30916
H 5.90676 2.45284 4.53954
H 7.61665 2.25240 4.07902
H 7.01663 2.90548 6.75697
H 8.43886 2.00812 6.64757
H 7.03181 1.43892 7.52500
C 2.51798 -0.56751 2.06755
O 1.25730 -0.81516 1.52102
C 1.14422 -1.90531 0.55584
C -0.36500 -2.13273 0.23317
N -1.20044 -0.88544 -0.17158
H -2.03289 -1.19739 -0.65097
H -1.53070 -0.52483 0.71216
C -0.56315 0.15392 -1.09673
C -1.75146 1.13513 -1.42766
O -2.63453 1.52220 -0.29897
C -3.85967 2.13972 -0.67776
H 2.59415 0.41827 2.52638
H 3.35492 -0.66769 1.37645
H 2.75577 -1.23708 2.89413
H 1.57226 -2.76625 1.06932
H 1.73318 -1.49824 -0.26605
H -1.02179 -2.57629 0.98150
H -0.37592 -2.68740 -0.70508
H -0.29860 -0.37274 -2.01366
H 0.27754 0.45901 -0.47362
H -2.38375 0.66918 -2.18344
H -1.29226 1.97672 -1.94626
H -4.60289 2.23944 0.11331
H -4.55854 1.62168 -1.33449
H -3.69957 3.16695 -1.00530
C 2.92850 1.59689 -2.00005
O 1.54472 1.37881 -2.32271
C 1.16277 1.97761 -3.58241
C 2.02409 1.71789 -4.87079
N 2.09010 0.22862 -5.06163
H 2.29300 -0.30826 -4.23054
H 1.16661 -0.15340 -5.20762
C 3.16439 -0.18189 -6.12253
C 3.15641 0.58245 -7.39559
O 1.86774 0.76537 -7.94399
C 1.29372 -0.30541 -8.63359
H 3.53779 1.16924 -2.79629
H 3.10680 0.97157 -1.12524
H 3.15420 2.65780 -1.89222
H 1.16203 3.05830 -3.44030
H 0.11567 1.70059 -3.70464
H 3.00894 2.16431 -4.73339
H 1.62875 2.13607 -5.79650
H 2.86665 -1.17826 -6.44918
H 4.16456 -0.22508 -5.69136
H 3.79448 0.06541 -8.11227
H 3.60804 1.54081 -7.13933
H 0.95048 -1.01066 -7.87668
H 2.05462 -0.79316 -9.24287
H 0.50408 0.07952 -9.27889
C -8.16068 -5.39373 6.64801
O -7.48988 -4.27038 6.11610
C -8.18202 -3.51441 5.08550
C -7.08505 -2.69788 4.28022
N -5.93359 -3.70148 3.93538
H -5.63021 -4.09444 4.81495
H -6.16058 -4.41159 3.25397
C -4.76926 -2.88731 3.24050
C -3.62869 -3.82459 2.73537
O -3.11574 -4.70443 3.72070
C -2.23114 -5.68876 3.21258
H -7.53489 -5.77579 7.45455
H -8.32591 -6.16068 5.89131
H -9.12379 -5.20901 7.12383
H -8.89549 -2.83965 5.55854
H -8.68025 -4.27474 4.48403
H -6.70611 -2.02167 5.04653
H -7.54204 -2.25580 3.39487
H -4.38355 -2.06111 3.83776
H -5.20259 -2.35738 2.39226
H -2.81843 -3.16089 2.43357
H -4.02141 -4.38598 1.88760
H -2.66481 -6.05245 2.28105
H -2.13303 -6.52207 3.90834
H -1.22852 -5.29279 3.05120
B 3.77849 3.61519 1.64884
F 2.90363 3.78865 2.66881
F 3.43914 2.49578 0.94600
F 3.59452 4.70262 0.84593
F 5.11969 3.65629 2.13851
B 2.02922 -2.55189 -3.08200
F 2.31344 -3.13603 -4.28927
F 2.38148 -3.33938 -1.99689
F 2.58325 -1.31045 -2.97090
F 0.65648 -2.37664 -2.95511
B -3.90065 -2.63705 -0.81891
F -5.07839 -3.24900 -0.46325
F -2.95404 -3.54094 -1.11122
F -4.11451 -1.78935 -1.89281
F -3.43003 -1.97170 0.31851
*
```

Mulliken atomic charge list, values in e, 6 entries: C -0.61; O -0.16; C -0.23; C -1.08; N -0.06; H 0.30